DFT (ωB97M-V/def2-TZVPD) results for a molecular structure, ClHg4O16S3 at a distorted geometry.

Last column: Mulliken charge in e.
Geometry (Å):
Hg  -17.670  19.412  -8.594  1.596
Hg  -16.350  16.930  -4.799  1.595
Hg  -20.871  16.167  -4.510  1.600
Hg  -16.737  14.486  -8.504  1.722
S  -15.120  17.682  -7.824  1.010
O  -13.704  17.613  -7.863  -0.488
O  -15.648  18.167  -6.501  -0.714
O  -15.676  18.661  -8.846  -0.755
O  -15.746  16.324  -7.929  -0.603
S  -18.268  15.111  -2.509  0.882
O  -17.933  13.753  -2.238  -0.522
O  -19.608  15.349  -3.188  -0.762
O  -18.203  15.789  -1.192  -0.663
O  -17.305  15.837  -3.361  -0.597
S  -19.100  16.709  -6.791  1.334
O  -18.463  16.904  -5.501  -0.853
O  -18.960  18.044  -7.368  -0.768
O  -18.403  15.687  -7.563  -0.539
O  -20.545  16.468  -6.644  -0.862
Cl  -16.782  12.982  -5.761  1.861
O  -15.729  12.501  -4.943  -0.562
O  -16.540  12.435  -7.128  -0.837
O  -18.025  12.621  -5.215  -0.539
O  -16.681  14.435  -5.941  -0.536

Computed properties:
HOMO-LUMO gap (eV): 2.66
Net charge: +1
LUMO level (eV): -8.3313
Energy relative to the best compared isomer or geometry (same formula, charge and spin) (eV): 0.0000
Highest occupied orbital energy (eV): -10.990
Electronic energy (eV): -94463.296

***

DFT (ωB97M-V/def2-TZVPD) results for a gas-phase ion, ClN2O5S (charge -1) at a distorted geometry.

Last column: Mulliken charge in e.
Geometry (Å):
O  -1.109  1.484  -0.079  -0.540
N  -1.315  0.241  -0.309  1.002
O  -2.123  -0.254  -1.101  -0.662
N  -0.590  -0.418  0.543  -0.254
Cl  -0.669  -2.092  0.674  -0.042
S  1.249  0.192  0.114  1.227
O  1.692  1.069  1.201  -0.609
O  1.838  -1.092  0.087  -0.582
O  1.027  0.870  -1.129  -0.539

Computed properties:
HOMO-LUMO gap (eV): 9.58
Net charge: -1
LUMO level (eV): 3.4240
Energy relative to the best compared isomer or geometry (same formula, charge and spin) (eV): 0.5499
Highest occupied orbital energy (eV): -6.154
Electronic energy (eV): -36572.346
Structure (SMILES): O=[N+]([O-])N(Cl)S(=O)(=O)[O-]